Entry 1:
{
  "formula": "C14H21IN3O9P2PtSe",
  "method": "the ωB97M-V functional and the def2-TZVPD basis",
  "symbols": ["Pt", "N", "C", "C", "P", "O", "O", "O", "P", "O", "O", "O", "H", "H", "H", "H", "H", "H", "H", "H", "I", "O", "C", "C", "C", "C", "C", "C", "C", "O", "O", "H", "H", "H", "H", "H", "C", "N", "C", "C", "N", "C", "C", "Se", "H", "H", "H", "H", "H", "H", "H", "H"],
  "positions_angstrom": [[-0.484813, 0.897811, -0.215586], [1.549847, 1.373117, 2.014727], [0.385318, 2.130536, 2.614508], [0.816616, 2.688512, 3.964566], [-1.008173, 0.917388, 2.827612], [-0.046137, -0.324962, 3.218174], [-1.918548, 1.336670, 3.899342], [-1.600362, 0.634641, 1.445767], [-0.037609, 3.515985, 1.451496], [1.516618, 3.931880, 1.152350], [-0.776591, 4.586643, 2.129889], [-0.590341, 2.931351, 0.153727], [1.944226, 0.745517, 2.712807], [2.237320, 2.018002, 1.614853], [1.224100, 0.790716, 1.209416], [1.094569, 1.877410, 4.642929], [-0.022467, 3.225884, 4.398401], [1.656087, 3.378894, 3.853807], [-0.524707, -1.187635, 3.215341], [1.649672, 4.227357, 0.245358], [-0.296787, -1.666945, -0.503414], [0.677735, 1.349911, -4.454728], [1.987237, 1.600753, -4.298484], [2.737557, 1.835918, -5.454013], [4.088743, 2.103186, -5.370259], [4.729098, 2.139202, -4.133990], [3.990025, 1.898802, -2.991725], [2.623786, 1.630151, -3.046355], [1.900723, 1.370856, -1.757458], [0.612513, 1.249846, -1.882706], [2.514613, 1.313917, -0.696396], [0.305092, 1.236435, -3.549813], [2.224708, 1.804683, -6.406638], [4.651493, 2.286011, -6.278077], [5.788461, 2.349781, -4.069061], [4.450766, 1.907311, -2.012471], [1.614647, -3.586695, 2.638453], [0.487535, -4.265356, 2.034688], [0.541276, -5.003572, 0.869645], [-0.718476, -5.381917, 0.583357], [-1.530136, -4.869017, 1.576947], [-2.975508, -4.947881, 1.615278], [-0.785444, -4.183387, 2.473934], [-1.433139, -3.319734, 3.965317], [2.499564, -4.211984, 2.536569], [1.396398, -3.428013, 3.692007], [1.763749, -2.623353, 2.146906], [1.461934, -5.159618, 0.338117], [-1.113729, -5.940888, -0.244865], [-3.297886, -5.691417, 0.889765], [-3.408262, -3.977015, 1.375386], [-3.298674, -5.232920, 2.613932]],
  "forces_ev_per_a": [[-0.1, -0.3, 0.1], [0.0, -0.1, 0.0], [0.0, 0.0, -0.1], [0.0, 0.0, 0.0], [0.1, 0.0, 0.0], [-0.2, -0.2, 0.0], [0.0, 0.0, 0.0], [-0.2, 0.1, -0.1], [-0.1, -0.1, 0.0], [0.1, 0.2, 0.0], [0.1, -0.1, 0.0], [0.1, 0.1, 0.0], [0.0, 0.0, 0.0], [0.0, 0.0, 0.1], [0.1, 0.2, 0.0], [0.0, 0.0, 0.0], [0.0, 0.0, 0.0], [0.0, 0.0, 0.0], [0.1, 0.2, 0.2], [0.0, -0.1, -0.1], [0.0, 0.1, -0.1], [0.0, 0.0, 0.0], [0.0, 0.0, 0.0], [0.0, 0.0, 0.0], [0.0, 0.0, 0.0], [0.0, 0.0, 0.0], [0.0, 0.0, 0.0], [0.0, -0.1, 0.0], [0.0, 0.1, 0.0], [0.0, -0.1, 0.1], [0.0, 0.0, 0.1], [0.0, 0.0, 0.0], [0.0, 0.0, 0.0], [0.0, 0.0, 0.0], [0.0, 0.0, 0.0], [0.0, 0.0, 0.0], [0.0, 0.0, 0.0], [0.1, -0.1, 0.0], [0.0, 0.1, 0.0], [0.0, 0.0, 0.0], [0.1, -0.1, -0.1], [0.0, 0.0, 0.0], [-0.2, 0.1, -0.1], [0.1, 0.0, 0.1], [0.0, 0.0, 0.0], [0.0, 0.0, 0.0], [0.0, 0.0, 0.0], [0.0, 0.0, 0.0], [0.0, 0.0, 0.0], [0.0, 0.0, 0.0], [0.0, 0.0, 0.0], [0.0, 0.0, 0.0]],
  "energy_ha": -4889.101139,
  "charge": -1,
  "e_homo_ev": -5.50
}

Entry 2:
{
  "formula": "C21H32Br2N2O4P",
  "method": "the ωB97M-V functional and the def2-TZVPD basis",
  "symbols": ["C", "C", "C", "C", "C", "C", "C", "C", "C", "C", "C", "C", "C", "C", "N", "C", "N", "C", "Br", "C", "C", "Br", "H", "H", "H", "H", "H", "H", "H", "H", "H", "H", "H", "H", "H", "H", "H", "H", "H", "H", "H", "H", "H", "H", "H", "C", "O", "P", "O", "O", "C", "O", "C", "H", "H", "H", "H", "H", "H", "H", "H", "H"],
  "positions_angstrom": [[-1.716698, -3.480385, 2.141222], [-0.389888, -2.680367, 2.127268], [-0.131494, -1.875887, 0.818067], [0.007989, -0.324710, 1.020716], [1.138882, 0.035274, 2.039540], [-1.353657, 0.239374, 1.420841], [-1.609375, 0.300138, 2.780623], [-2.807159, 0.820145, 3.267464], [-3.728206, 1.263962, 2.308258], [-3.452029, 1.189404, 0.965180], [-4.553135, 1.746013, 0.087777], [-5.655960, 0.943109, -0.276736], [-6.589255, 1.612024, -1.073567], [-6.378798, 2.942883, -1.420722], [-5.378418, 3.755710, -1.063877], [-4.510109, 3.075861, -0.309441], [-2.273934, 0.657426, 0.514053], [-1.983607, 0.522866, -0.928646], [-3.251091, -0.728484, -1.774599], [-1.869618, 1.937166, -1.656431], [-0.396485, 2.079579, -2.159223], [-2.985535, 2.108006, -3.247925], [-2.055970, -3.556137, 3.190090], [-2.533203, -2.969171, 1.601680], [-1.622265, -4.514109, 1.785137], [-0.328956, -2.072535, 3.040603], [0.435540, -3.406824, 2.219207], [-0.991541, -2.067404, 0.150243], [0.755434, -2.280957, 0.307442], [0.379209, 0.069885, 0.063269], [0.926346, 1.041966, 2.427238], [2.079304, 0.118044, 1.468941], [1.269735, -0.723513, 2.817896], [-0.898979, -0.058570, 3.520320], [-2.993246, 0.884792, 4.339335], [-4.678554, 1.667847, 2.659783], [-5.750378, -0.094348, 0.038722], [-7.482016, 1.094448, -1.425396], [-7.130915, 3.402297, -2.076222], [-3.645610, 3.661905, 0.039360], [-1.025988, 0.042971, -1.113197], [-2.012223, 2.742159, -0.931030], [0.263111, 1.965569, -1.284724], [-0.171511, 1.396594, -2.986438], [-0.317905, 3.112932, -2.531224], [7.153002, 1.361112, -1.343508], [6.058853, 0.745324, -0.634878], [5.065491, -0.291510, -1.514552], [3.976911, -0.410560, -0.492761], [6.176500, -1.483307, -1.418332], [6.563822, -1.972380, -0.137048], [4.338753, -1.042920, -2.802434], [4.005730, -2.417896, -2.658458], [7.779168, 1.873031, -0.616507], [7.754043, 0.609106, -1.860113], [6.775380, 2.088644, -2.061852], [5.822432, -1.741751, 0.629043], [7.525261, -1.541957, 0.145682], [6.672747, -3.054114, -0.209561], [3.554251, -2.620328, -1.686942], [4.888659, -3.040193, -2.797164], [3.287186, -2.657269, -3.441490]],
  "forces_ev_per_a": [[-0.2, 0.3, 0.8], [0.2, -0.7, -0.4], [-0.5, -0.1, 0.3], [0.6, -0.7, -0.2], [-0.2, 0.3, -0.9], [1.5, -0.5, 0.1], [-1.0, 0.4, 1.0], [0.4, -0.2, -1.0], [0.2, -0.2, 1.3], [-1.3, 0.6, -0.2], [0.1, -1.1, -0.5], [0.2, 1.4, -0.3], [0.3, -0.8, 0.5], [-1.3, 0.9, -1.1], [-0.2, -2.1, 0.6], [1.4, 1.1, 0.6], [0.0, 0.0, 0.4], [-0.8, 0.7, -1.3], [0.5, 0.0, 0.6], [1.3, -1.0, -0.5], [-0.9, 0.7, 0.4], [0.0, 0.4, 0.6], [0.1, -0.1, -0.4], [0.4, -0.2, 0.0], [0.0, 0.4, -0.2], [-0.1, 0.0, -0.4], [-0.3, 0.3, 0.1], [0.4, 0.1, 0.1], [-0.2, 0.5, 0.2], [-0.4, 0.1, 0.3], [0.3, -0.4, 0.3], [-0.3, -0.2, 0.3], [-0.1, 0.4, 0.0], [0.1, 0.1, -0.5], [-0.1, 0.0, -0.3], [0.3, 0.0, -0.5], [0.0, 0.3, -0.1], [0.3, 0.3, 0.0], [0.3, -0.1, 0.3], [-0.4, -0.1, -0.1], [-0.4, -0.1, 0.6], [-0.5, -0.2, -0.4], [0.1, -0.1, -0.5], [0.0, 0.0, 0.4], [0.3, -0.4, 0.1], [0.3, 0.0, 0.0], [-0.7, 1.3, -3.2], [-0.9, -5.6, 5.1], [0.0, 1.0, -0.6], [-0.3, 0.0, -0.6], [0.4, 0.2, 0.2], [1.0, 3.3, -1.1], [0.2, -0.7, 0.0], [-0.1, 0.0, 0.1], [0.0, 0.0, 0.0], [0.1, 0.1, 0.0], [0.0, 0.1, -0.1], [0.0, 0.0, 0.1], [0.0, 0.0, -0.1], [0.1, 0.2, 0.0], [0.0, 0.0, 0.1], [0.0, 0.3, 0.0]],
  "energy_ha": -6718.969043,
  "charge": 1,
  "e_homo_ev": -12.19
}

Entry 3:
{
  "formula": "C3H7NO2S",
  "method": "the ωB97M-V functional and the def2-TZVPD basis",
  "symbols": ["C", "C", "C", "N", "O", "O", "S", "H", "H", "H", "H", "H", "H", "H"],
  "positions_angstrom": [[-0.861402, 0.403435, 1.348549], [0.348789, 1.051299, 1.778331], [0.769244, 0.005468, -2.129343], [0.366859, -0.029838, -0.725122], [-1.852442, 0.292778, 1.975305], [-0.765647, -2.194221, 0.262118], [-0.946510, -0.598479, -0.380807], [0.135577, 2.168921, 1.619745], [1.174012, 0.881323, 1.200198], [0.455065, 0.808573, 2.883241], [0.042608, -0.043085, -2.929786], [1.322199, -0.877944, -2.462645], [1.278981, 0.970711, -2.292679], [-1.467332, -2.838942, -0.147105]],
  "forces_ev_per_a": [[-2.0, -3.0, -1.0], [-0.9, 2.8, 2.2], [0.7, 0.0, -0.6], [3.3, 1.2, -3.0], [-1.0, 0.5, 0.8], [-1.8, -1.1, -1.2], [-2.2, -0.6, 2.9], [0.3, -1.3, 0.6], [2.1, -0.9, -1.2], [0.0, 0.5, -1.4], [-1.4, 0.4, 0.2], [0.9, 0.3, 0.6], [0.3, -0.8, 0.0], [1.8, 1.9, 1.0]],
  "energy_ha": -721.812696,
  "e_homo_ev": -8.84
}